Entry 1:
Formula: C27H34AsMnN3OS2
Source: the Open Molecules 2025 dataset
Level of theory: wB97M-V/def2-TZVPD

Summary:
relative energy (zero: lowest compared OMol25 entry of this formula, charge and spin) = 0.666 eV
HOMO (spin up / spin down) = -10.83 / -10.91 eV
multiplicity = 5
total charge = +1
E_LUMO (spin up / spin down) = -3.667 / -2.773 eV
expectation value of S² = 6.200
E_tot = -148893.7223 eV
Kohn-Sham gap (spin up / spin down) = 0.2634 / 0.2991 hartree

Last column: Mulliken charge in e.
Element x y z (Å)
Mn  0.12571  1.09808  0.28022  -0.1656
N  -0.97209  1.42166  2.16954  -0.3764
C  -1.88042  2.49844  1.97242  0.9918
C  -3.22420  2.25533  2.11207  -1.2231
C  -4.07307  3.26304  1.76480  -0.6555
C  -3.59652  4.52572  1.37606  -0.8310
C  -2.22747  4.77109  1.30316  -0.7911
C  -1.34605  3.69068  1.55361  0.9285
C  0.12701  3.83021  1.49437  1.2823
C  0.66567  4.95935  2.06974  -0.7378
C  1.99086  5.20565  2.03671  -0.9137
C  2.84204  4.24993  1.49560  -0.6729
C  2.34653  3.06908  0.95848  -0.4089
C  0.95728  2.86253  0.89303  0.2009
H  -1.52948  0.60072  2.40079  0.3167
H  -0.21368  1.65340  2.85071  0.3297
H  -3.62090  1.31583  2.40536  0.5028
H  -5.13368  3.08456  1.85377  0.4207
H  -4.23459  5.34284  1.01374  0.3654
H  -1.82023  5.69313  0.96878  0.5974
H  0.02046  5.71713  2.50800  0.4811
H  2.46209  6.11729  2.32827  0.4268
H  3.90866  4.43799  1.41914  0.4028
H  3.03180  2.28326  0.59251  0.3937
C  4.11796  -0.59639  -3.28368  -1.1887
C  2.73100  -1.24494  -3.28415  -0.8624
N  2.31146  -1.91083  -2.00280  0.4245
C  2.48124  -3.38189  -1.91670  -0.5881
C  1.12381  -4.07218  -2.06265  -1.0531
C  1.94830  -1.22150  -0.90374  0.2139
S  1.97623  0.49173  -1.01670  -0.4343
N  1.63009  -1.95327  0.19495  -0.1940
C  0.66799  -1.67827  0.98355  0.5535
O  -0.25109  -0.81282  0.73326  -0.5927
C  0.59193  -2.40517  2.24746  0.5230
C  -0.11275  -1.90150  3.32953  0.1916
C  -0.30182  -2.59519  4.53455  -0.8616
C  0.25174  -3.82210  4.65017  -0.4060
C  1.01019  -4.31721  3.61406  -0.7199
C  1.11523  -3.67894  2.38502  -0.5111
H  4.43163  -0.33941  -4.30318  0.4111
H  4.82055  -1.29693  -2.92340  0.3505
H  4.16557  0.31488  -2.66335  0.3037
H  2.65967  -2.08139  -4.00292  0.6008
H  1.95559  -0.46979  -3.47153  0.3346
H  2.98821  -3.64271  -0.93646  0.3478
H  3.16080  -3.71912  -2.77538  0.4450
H  0.47289  -3.83147  -1.18707  0.2182
H  1.16865  -5.17084  -2.07274  0.4604
H  0.70197  -3.85964  -3.01185  0.2923
H  -0.59276  -0.93120  3.31085  0.0827
H  -0.84098  -2.16887  5.38367  0.3899
H  0.19783  -4.40567  5.56378  0.3799
H  1.42026  -5.31455  3.79369  0.3486
H  1.64283  -4.14435  1.57468  0.4311
C  -2.33605  0.30916  -4.24195  -1.2191
As  -2.27583  -0.20580  -2.39682  0.5619
C  -1.07075  -1.60858  -2.29514  -0.2468
C  -4.14010  -0.83848  -2.40192  -1.1865
S  -1.66662  1.56845  -1.34057  -0.4872
H  -2.52292  -0.54832  -4.90471  0.4066
H  -1.43068  0.79814  -4.53885  0.3694
H  -3.13816  1.06197  -4.30951  0.4161
H  -1.31631  -2.50723  -2.86467  0.6378
H  -0.97041  -1.85767  -1.25392  0.0190
H  -0.11590  -1.12811  -2.54753  -0.2537
H  -4.21018  -1.62203  -3.09711  0.4542
H  -4.70221  0.03177  -2.69626  0.4085
H  -4.35380  -1.23867  -1.41282  0.3641

Force components x, y, z for each atom (eV/Å):
Mn -0.28 -0.25 1.03
N 0.85 -0.24 0.00
C 0.55 -0.45 0.02
C 0.13 0.73 -0.46
C -0.86 1.30 -0.03
C 0.34 0.47 -0.53
C -0.13 -2.11 0.21
C -0.42 1.27 0.10
C -0.52 -0.66 -0.56
C -1.12 1.07 0.30
C 2.12 -0.53 -0.74
C 0.33 -0.22 -0.38
C -0.24 -0.63 -0.22
C 0.46 0.20 0.37
H 0.70 -0.07 0.18
H -1.01 -0.51 -0.48
H -0.10 -0.77 0.33
H -0.16 0.12 -0.16
H -0.11 -0.60 0.51
H 0.10 0.71 -0.19
H -0.13 -0.26 -0.02
H -0.19 0.57 0.55
H -0.09 -0.01 0.22
H -0.37 0.74 0.16
C -0.70 0.61 -0.22
C -0.87 -0.03 0.46
N 0.97 0.30 0.47
C 0.89 -0.81 -0.19
C 0.22 -0.90 1.60
C -0.28 -1.16 -0.61
S -0.04 0.43 0.22
N 1.79 -0.07 -1.70
C -0.87 0.91 0.41
O -0.21 0.25 0.04
C -0.79 -0.59 0.80
C -0.93 0.68 1.07
C -0.34 1.36 -0.44
C 0.87 -0.93 0.66
C 0.02 -1.44 -0.51
C 0.58 -0.27 0.76
H -0.30 -0.01 0.17
H 0.97 -0.78 0.52
H -0.12 -0.48 -0.30
H 0.04 0.75 0.02
H 0.45 -0.58 -0.25
H -0.65 0.36 -1.19
H -0.82 0.66 1.28
H 0.31 0.09 -0.96
H 0.54 0.21 0.20
H -0.72 0.69 -0.76
H 0.23 0.03 -0.39
H 0.05 0.09 -0.50
H -0.18 0.13 -0.06
H 0.13 0.33 -0.49
H 0.18 -0.08 -0.24
C -0.36 0.28 -0.29
As -1.29 1.07 -1.19
C 1.08 -0.48 0.47
C 1.31 0.78 2.03
S -0.64 -0.37 -0.17
H -0.10 0.26 0.31
H 0.61 0.21 -0.12
H 0.21 -0.40 -0.15
H 0.02 0.40 -0.16
H -0.01 -0.31 0.48
H -0.16 -0.48 -0.33
H 0.02 -0.93 -1.13
H -0.48 0.08 0.16
H -0.49 0.29 -0.02



Entry 2:
Formula: C27H34AsN5PdSSeSiTe
Source: the Open Molecules 2025 dataset
Level of theory: wB97M-V/def2-TZVPD

Summary:
relative energy (zero: lowest compared OMol25 entry of this formula, charge and spin) = 0.507 eV
HOMO = -6.88 eV
total charge = 0
E_LUMO = -1.544 eV
E_tot = -191673.4198 eV
Kohn-Sham gap = 0.1961 hartree

Last column: Mulliken charge in e.
Element x y z (Å)
Pd  0.26699  0.88185  1.02399  -0.4265
C  3.28204  2.10969  -0.93080  -1.0526
C  3.34559  0.79820  -0.20517  0.3277
C  4.49776  0.04290  -0.14788  -0.8399
C  4.46829  -1.16789  0.55424  -0.7464
C  3.32249  -1.59851  1.17283  -0.7669
C  2.16551  -0.78992  1.07722  1.3051
N  2.21974  0.37191  0.37753  0.0646
N  0.93872  -0.99591  1.60227  -0.0304
Si  0.63339  -2.18882  2.83523  0.0376
C  -1.15274  -2.19083  3.34103  -0.9475
C  1.06024  -3.90247  2.17927  -1.2515
C  1.67309  -1.79622  4.33372  -1.1207
H  4.22170  2.32301  -1.43690  0.4298
H  3.07487  2.92192  -0.22993  0.1327
H  2.47625  2.09272  -1.66700  0.1146
H  5.39875  0.38625  -0.63608  0.4225
H  5.36418  -1.77466  0.60893  0.4202
H  3.29846  -2.52654  1.72606  0.3730
H  -1.82506  -2.19340  2.48179  0.1178
H  -1.41348  -1.33599  3.96845  0.2541
H  -1.34882  -3.09836  3.92069  0.3977
H  1.31034  -3.87646  1.11559  0.3750
H  0.21049  -4.57843  2.30504  0.4234
H  1.90947  -4.34383  2.70913  0.4285
H  1.37718  -0.82464  4.73827  0.2694
H  2.73401  -1.74181  4.07498  0.3311
H  1.55649  -2.54404  5.12323  0.3907
Te  -1.80688  1.24613  2.49700  -0.0227
C  -2.62211  2.83621  1.38305  -0.0077
C  -3.19026  2.76727  0.14147  -0.0213
C  -3.55788  4.03877  -0.39111  -0.9006
C  -3.26698  5.06200  0.46030  -0.4027
S  -2.55352  4.47108  1.90246  -0.2001
H  -3.32906  1.83277  -0.38471  0.3199
H  -4.03081  4.17949  -1.35388  0.4747
H  -3.45330  6.11679  0.32805  0.4308
C  -2.69050  -1.23345  -0.59601  -1.0408
As  -1.12151  -0.20975  -1.14668  1.1628
C  -1.78623  0.25263  -2.94165  -1.3590
C  0.07729  -1.70353  -1.70823  -0.5199
C  -0.59319  -2.89161  -2.31675  0.1110
C  -0.83699  -2.97270  -3.68636  -0.2881
C  -1.50389  -4.06160  -4.23141  -0.7256
C  -1.93854  -5.09620  -3.41548  -0.4574
C  -1.69205  -5.03523  -2.04931  -0.7279
C  -1.02619  -3.94541  -1.50929  0.0352
H  -2.99473  -1.93909  -1.36769  0.4255
H  -3.50392  -0.53971  -0.38469  0.3913
H  -2.46558  -1.77113  0.32343  0.0225
H  -2.28107  -0.59922  -3.40802  0.4832
H  -0.94997  0.57302  -3.56379  0.3369
H  -2.49192  1.07991  -2.85589  0.3261
H  0.61343  -1.98597  -0.80267  -0.2183
H  0.78908  -1.24624  -2.39782  0.5555
H  -0.48853  -2.17629  -4.33426  0.4005
H  -1.68148  -4.10339  -5.29915  0.3733
H  -2.45834  -5.94549  -3.83993  0.3834
H  -2.01838  -5.84071  -1.40260  0.4099
H  -0.83579  -3.90196  -0.44182  0.2869
Se  -0.55729  4.28792  -2.77486  0.2380
N  0.08209  5.59010  -1.77247  -0.8605
C  0.37330  5.04094  -0.61248  0.6097
C  0.93643  5.74099  0.50087  -0.6294
C  1.16725  5.02718  1.61829  -0.9027
C  0.83839  3.63076  1.66891  -0.6528
N  0.35184  2.93746  0.68259  1.3726
C  0.10953  3.62128  -0.49610  -0.0788
N  -0.37994  3.03293  -1.55902  0.0113
H  1.14760  6.79932  0.42865  0.4997
H  1.57363  5.49418  2.50449  0.4505
H  0.98102  3.07981  2.58888  0.4719

Force components x, y, z for each atom (eV/Å):
Pd 0.58 0.17 0.22
C -0.03 -0.01 0.03
C -0.11 0.01 -0.11
C 0.05 -0.05 0.04
C 0.01 0.02 -0.05
C -0.05 -0.01 0.03
C -0.02 -0.09 -0.02
N 0.04 -0.09 0.05
N -0.04 0.09 -0.01
Si 0.00 0.05 -0.09
C -0.14 0.03 -0.01
C 0.05 -0.08 -0.04
C 0.12 0.02 0.11
H -0.01 -0.01 0.00
H 0.00 0.00 -0.01
H -0.02 0.00 0.01
H -0.01 0.00 0.00
H 0.00 0.00 0.01
H 0.00 0.01 -0.02
H -0.02 0.00 0.01
H 0.00 -0.02 -0.02
H 0.01 0.04 0.00
H -0.02 -0.02 0.02
H 0.03 0.00 -0.02
H -0.03 0.01 -0.03
H 0.02 -0.02 0.01
H -0.02 0.00 0.05
H -0.01 0.02 -0.03
Te -0.23 0.02 0.17
C -0.03 -0.06 -0.17
C -0.04 0.10 -0.05
C 0.02 -0.09 0.06
C 0.05 -0.03 0.02
S 0.05 0.06 0.07
H 0.00 0.01 0.01
H 0.01 -0.01 0.01
H -0.02 -0.03 -0.01
C 0.00 -0.03 0.07
As -0.10 -0.29 -0.53
C 0.01 0.03 0.05
C -0.09 -0.03 0.03
C -0.02 0.01 0.05
C 0.01 0.00 -0.02
C -0.01 0.00 0.00
C 0.01 0.01 0.03
C 0.01 0.02 -0.02
C 0.00 0.02 -0.01
H -0.01 0.00 -0.01
H -0.01 0.01 0.01
H -0.01 -0.01 0.03
H 0.00 0.01 -0.01
H 0.01 0.03 0.00
H -0.01 0.00 0.00
H 0.04 0.01 0.01
H 0.04 -0.01 0.00
H -0.01 0.00 0.00
H 0.01 0.00 0.01
H 0.01 0.01 0.00
H 0.01 0.01 -0.01
H -0.01 -0.01 -0.01
Se -0.13 0.02 -0.38
N 0.01 0.05 0.03
C 0.06 0.02 0.16
C -0.10 -0.02 -0.22
C -0.04 -0.18 0.17
C 0.12 0.19 0.23
N -0.06 0.23 -0.26
C -0.03 -0.02 0.26
N 0.07 -0.09 0.06
H -0.01 -0.01 -0.05
H 0.00 -0.08 0.02
H 0.04 0.07 0.06



Entry 3:
Formula: C27H34B2CrF4N5O4S3
Source: the Open Molecules 2025 dataset
Level of theory: wB97M-V/def2-TZVPD

Summary:
relative energy (zero: lowest compared OMol25 entry of this formula, charge and spin) = 1.098 eV
HOMO (spin up / spin down) = -10.50 / -10.83 eV
multiplicity = 5
total charge = +1
E_LUMO (spin up / spin down) = -3.366 / -5.995 eV
expectation value of S² = 6.054
E_tot = -117340.7340 eV
Kohn-Sham gap (spin up / spin down) = 0.2621 / 0.1779 hartree

Last column: Mulliken charge in e.
Element x y z (Å)
Cr  0.10154  -0.39439  0.58915  -1.4873
C  -1.55281  3.12552  -1.14803  -2.1371
C  -1.00373  2.03490  -0.29979  0.4744
N  -0.57014  0.91230  -0.74727  2.1296
O  -0.65508  0.59675  -2.06056  -0.5448
B  0.39933  -0.40281  -2.56465  0.6143
F  1.63972  0.11502  -2.31161  -0.2456
F  0.06060  -0.58091  -3.88376  -0.3574
O  0.30722  -1.81640  -1.98873  -0.6130
N  0.45711  -1.91698  -0.65086  1.3822
C  0.86113  -3.01454  -0.12302  0.3367
C  1.30013  -4.18102  -0.93545  -1.4252
C  0.74881  -3.03878  1.38032  0.0077
N  0.34946  -1.92159  1.85367  1.3548
O  -0.04172  -1.74209  3.13188  -0.5644
B  -1.17908  -0.74375  3.14754  0.2609
F  -1.89164  -0.92478  4.27233  -0.2699
F  -1.92857  -1.01685  1.91972  -0.2957
O  -0.79751  0.72129  3.04676  -0.6259
N  -0.62861  1.02690  1.74139  1.1551
C  -1.04776  2.10681  1.20176  0.1396
C  -1.63073  3.25816  1.93593  -1.7642
C  0.96088  -4.27250  2.18412  -1.8892
H  -1.33734  2.93170  -2.19582  0.3503
H  -1.11060  4.07748  -0.85600  0.5124
H  -2.63335  3.20977  -1.00081  0.3916
H  2.00754  -3.84361  -1.69325  0.3493
H  0.45216  -4.61842  -1.46741  0.0970
H  1.75789  -4.95055  -0.32059  0.5112
H  -1.72126  3.01328  2.99082  0.4809
H  -2.61032  3.52207  1.53539  0.3502
H  -0.97484  4.12437  1.82340  0.3115
H  1.96312  -4.66910  2.01683  0.4067
H  0.24592  -5.04531  1.89403  0.3480
H  0.83350  -4.04888  3.23945  0.4524
C  -2.60718  -2.91815  -3.58922  -0.4323
C  -2.69026  -3.61522  -2.23857  -0.8410
S  -2.58822  -2.53865  -0.78064  0.4134
C  -4.26435  -2.47195  -0.08100  -0.8444
C  -4.96694  -1.23977  -0.64602  -0.7287
S  -3.62388  -0.05683  -0.97093  0.2264
C  -3.97323  0.59003  -2.62484  -0.7577
C  -3.35021  -0.19860  -3.76796  -0.1067
S  -4.02906  -1.86430  -3.97204  -0.1473
H  -2.59509  -3.69712  -4.35303  0.5182
H  -1.68351  -2.34942  -3.69306  0.0397
H  -1.83067  -4.27988  -2.12774  0.2784
H  -3.59976  -4.20888  -2.14959  0.5234
H  -4.10612  -2.39069  0.99425  0.3201
H  -4.79611  -3.39772  -0.29090  0.5548
H  -5.67028  -0.80183  0.06092  0.5301
H  -5.46238  -1.45469  -1.58839  0.3560
H  -3.56991  1.60294  -2.62124  0.2571
H  -5.05993  0.64631  -2.70698  0.5848
H  -2.27232  -0.26757  -3.64139  -0.3474
H  -3.53299  0.35219  -4.69144  0.5533
N  1.86094  0.12958  0.69226  -0.2690
C  2.60129  1.11750  0.96129  -0.6310
C  3.98713  0.87760  1.46449  0.4065
C  4.27203  -0.30617  2.14302  -0.2827
C  5.55064  -0.55356  2.60925  -0.7584
C  6.56108  0.37662  2.39269  -0.4501
C  6.28477  1.55569  1.71773  -0.8783
C  4.99941  1.81125  1.26243  -0.2681
C  2.20513  2.55037  0.77264  0.5824
C  2.17410  3.42015  1.85991  0.2475
C  1.84402  4.75449  1.67397  -1.1204
C  1.57678  5.23305  0.39624  -0.3362
C  1.62799  4.37073  -0.69065  -0.8944
C  1.92819  3.02636  -0.50518  -0.0525
H  3.47018  -1.01534  2.30381  0.3687
H  5.76450  -1.46742  3.14804  0.4196
H  7.56183  0.18231  2.75537  0.3984
H  7.07071  2.27930  1.54669  0.4103
H  4.78709  2.73432  0.73787  0.4457
H  2.42086  3.04944  2.84797  0.5564
H  1.81939  5.42753  2.52156  0.4203
H  1.35103  6.28117  0.24695  0.4101
H  1.44745  4.74854  -1.68963  0.4860
H  1.97489  2.34320  -1.34580  0.6417

Force components x, y, z for each atom (eV/Å):
Cr 0.06 0.36 -0.24
C 0.00 0.00 0.04
C -0.03 -0.02 -0.05
N 0.06 -0.06 0.00
O -0.04 0.02 0.07
B -0.07 0.00 -0.12
F 0.01 -0.03 0.00
F -0.01 0.04 -0.01
O 0.00 -0.07 0.07
N 0.09 -0.01 -0.11
C -0.02 0.03 0.00
C -0.01 -0.02 0.01
C -0.01 0.01 0.04
N -0.09 -0.04 0.02
O 0.04 -0.02 0.00
B -0.03 -0.02 -0.04
F 0.01 0.00 0.02
F -0.07 -0.03 0.10
O 0.01 0.04 -0.01
N -0.05 -0.04 0.06
C 0.00 -0.07 0.05
C 0.01 0.00 -0.02
C 0.01 0.01 -0.02
H 0.00 0.00 0.00
H 0.00 0.01 0.01
H 0.00 0.00 -0.02
H 0.00 0.00 0.00
H 0.01 -0.01 0.01
H 0.00 0.00 0.00
H 0.00 0.00 0.00
H 0.00 0.00 0.00
H 0.00 0.01 0.00
H 0.00 0.01 0.02
H 0.01 -0.01 -0.01
H -0.01 -0.01 0.00
C -0.06 -0.01 -0.05
C 0.02 0.04 -0.02
S 0.00 0.00 0.01
C 0.02 0.03 -0.04
C 0.03 -0.02 0.07
S -0.02 0.02 -0.05
C -0.01 -0.07 0.05
C 0.04 -0.01 -0.05
S 0.01 -0.03 0.00
H 0.05 -0.01 0.00
H -0.02 0.02 0.04
H -0.03 -0.02 -0.01
H -0.02 0.03 0.02
H 0.00 0.01 0.00
H -0.02 0.00 0.02
H -0.03 0.01 -0.02
H 0.03 -0.02 0.00
H 0.00 0.01 0.03
H 0.00 0.02 -0.03
H 0.01 0.03 -0.01
H -0.02 0.00 0.01
N 0.10 -0.08 0.33
C 0.06 0.01 -0.15
C 0.00 -0.01 0.01
C -0.01 0.00 -0.02
C 0.02 0.01 0.00
C -0.02 -0.01 0.00
C 0.01 0.00 0.00
C 0.00 0.01 0.00
C -0.02 -0.03 0.00
C -0.02 -0.01 -0.01
C 0.00 0.01 0.00
C 0.00 0.00 0.02
C -0.01 -0.01 -0.02
C 0.00 0.01 0.02
H 0.01 -0.01 0.01
H 0.00 0.00 0.00
H 0.00 0.00 0.00
H 0.00 0.00 0.00
H 0.01 0.00 0.00
H -0.01 0.01 0.00
H 0.00 0.00 0.00
H 0.00 0.00 0.00
H 0.00 0.00 0.00
H 0.01 0.02 0.00